Entry 1:
This record from the Open Molecules 2025 dataset describes a 3-piece molecular cluster, C2H12N2O2 overall at a distorted geometry. The level of theory is ωB97M-V/def2-TZVPD.

```
! RIJCOSX wB97M-V def2-TZVPD def2/J DEFGRID3
* xyz 1 2
N -0.7036 0.9915 -0.8285
C -0.7811 0.0129 0.1867
C -0.3218 0.6942 1.5097
N 1.0139 1.2525 1.2873
H 0.2111 1.2303 -1.2347
H -1.3509 1.7881 -0.8087
H -1.7997 -0.3632 0.2253
H -0.1563 -0.8384 -0.0709
H -0.3538 -0.1291 2.2333
H -1.0562 1.4366 1.7924
H 1.3788 1.6080 2.1629
H 1.6290 0.4721 1.0674
H 0.0671 0.0440 -5.3349
H -0.4965 -1.1851 -6.0782
O 0.2548 -0.5794 -6.0409
H 1.5883 -2.0573 3.3239
H 0.1200 -1.8541 3.4418
O 0.7571 -2.5235 3.1661
*
```

Output
gap between HOMO and LUMO (alpha / beta): 10.3 / 5.4 eV
energy above the lowest of the compared OMol25 structures with the same formula, charge and spin: 64.8 kJ/mol
DFT total energy: -343.03906 Ha
largest force on an atom: 1.20 eV/A
highest occupied orbital energy (alpha / beta): -13.94 / -13.94 eV

Atomic partial charges in e from the Löwdin method, atoms 1 to 4: number 1, N, carries 0.304; number 2, C, carries -0.162; number 3, C, carries -0.208; number 4, N, carries 0.018

Entry 2:
This record from the Open Molecules 2025 dataset describes C27H47BiNOP as an isolated structure at a distorted geometry. The level of theory is ωB97M-V/def2-TZVPD.

```
! RIJCOSX wB97M-V def2-TZVPD def2/J DEFGRID3
* xyz -2 1
Bi -0.2238 0.7609 -0.7266
C -0.7974 -0.8022 -2.4842
C -1.8853 -0.0370 -3.0578
C -1.3436 0.7959 -4.0629
H -2.9532 -0.1606 -2.7963
C 0.0354 0.5733 -4.1240
C 0.3996 -0.4059 -3.1728
H 1.3972 -0.8639 -3.0318
H -0.8931 -1.6327 -1.7619
H -1.9224 1.4327 -4.7243
H 0.7350 1.0397 -4.8629
C 1.8723 2.2829 0.2869
C 2.3398 1.1891 -0.5656
C 2.5193 1.7365 -1.8733
H 2.5499 0.1667 -0.2398
C 2.1924 3.0948 -1.8375
C 1.7788 3.4328 -0.5292
H 1.5300 4.4470 -0.1781
H 1.6919 2.1995 1.3639
H 2.9185 1.1798 -2.7420
H 2.3639 3.8150 -2.6579
O -2.7259 2.1021 -0.4237
C -0.6707 5.2440 -3.6298
C -1.8715 4.6411 -3.0677
C -0.0833 4.3580 -4.6112
C 0.0080 6.0548 -2.7031
C -2.7605 2.9358 -1.3552
H -2.4880 4.0922 -3.8058
H -2.3885 5.3482 -2.4005
H -3.1943 4.1051 -1.1671
H -3.2075 2.7491 -2.5168
H 0.4082 4.7529 -5.5627
H -0.8713 3.6389 -4.9180
H 0.7291 3.9094 -3.9985
H 0.1518 7.1631 -2.8491
H 0.9900 5.6030 -2.6016
H -0.6172 5.9742 -1.8236
C -0.0222 -4.7610 1.8891
C -0.2716 -3.5736 0.9343
C 0.5943 -3.7322 -0.3205
C -1.7511 -3.5900 0.5154
P 0.1206 -1.9158 1.7644
N 0.1767 -0.8356 0.5909
C -1.2250 -1.3828 2.9685
C -1.6541 -2.5448 3.8865
C -0.7256 -0.2162 3.8369
C -2.4473 -0.8797 2.1782
C 1.8233 -1.9634 2.5908
C 2.8388 -2.6499 1.6580
C 2.3245 -0.5454 2.8392
C 1.7697 -2.7270 3.9313
H -0.3800 -5.6765 1.3864
H -0.5695 -4.6780 2.8418
H 1.0477 -4.8987 2.0994
H 0.0909 -4.4319 -1.0011
H 0.7122 -2.7770 -0.8436
H 1.5901 -4.1322 -0.1090
H -2.4522 -3.6480 1.3594
H -2.0021 -2.7221 -0.1092
H -1.9052 -4.4927 -0.0946
H -0.8145 -2.9783 4.4480
H -2.3708 -2.1500 4.6266
H -2.1630 -3.3442 3.3316
H -0.3444 0.6075 3.2174
H -1.5909 0.1669 4.3998
H 0.0309 -0.5088 4.5697
H -2.1623 -0.1406 1.4152
H -3.0027 -1.6822 1.6941
H -3.1237 -0.3881 2.8929
H 2.8131 -2.1947 0.6578
H 3.8458 -2.4772 2.0700
H 2.7058 -3.7341 1.5739
H 1.8107 -0.0351 3.6556
H 2.2263 0.0600 1.9327
H 3.3907 -0.6041 3.1016
H 1.1785 -2.1833 4.6826
H 1.3729 -3.7491 3.8344
H 2.8013 -2.8066 4.3158
*
```

Output
gap between HOMO and LUMO (alpha / beta): 4.8 / 2.4 eV
DFT total energy: -1742.61650 Ha
largest force on an atom: 7.06 eV/A
highest occupied orbital energy (alpha / beta): 0.08 / 2.35 eV

Atomic partial charges in e from the Löwdin method, atoms 1 to 4: number 1, Bi, carries 1.864; number 2, C, carries -0.414; number 3, C, carries -0.203; number 4, C, carries -0.170

Entry 3:
This record from the Open Molecules 2025 dataset describes a 12-piece molecular cluster, C87H193N5O26 overall at a distorted geometry. The level of theory is ωB97M-V/def2-TZVPD.

```
! RIJCOSX wB97M-V def2-TZVPD def2/J DEFGRID3
* xyz 0 1
C -3.2805 -6.2598 -0.8849
C -4.1486 -4.9824 -0.4917
C -3.7706 -3.9195 -1.5701
C -5.6257 -5.3224 -0.5706
C -6.1737 -6.1095 0.6193
C -5.8789 -5.3482 1.8550
C -4.3672 -4.8970 2.0277
C -4.1674 -3.9589 3.2404
C -3.5144 -6.1787 2.5492
N -3.8288 -4.3046 0.7918
O -2.4245 -4.0708 0.9027
H -3.6285 -6.9849 -0.1810
H -3.4857 -6.5744 -1.9033
H -2.1793 -6.1168 -0.8358
H -2.7039 -3.6965 -1.4944
H -4.0530 -4.2145 -2.6176
H -4.2789 -2.9675 -1.2747
H -6.1434 -4.3586 -0.5414
H -5.8319 -5.8221 -1.4895
H -7.2391 -6.3050 0.4383
H -5.7607 -7.1289 0.7706
H -6.1694 -5.9111 2.7405
H -6.4945 -4.4228 1.7539
H -4.4509 -2.9003 3.0744
H -3.0834 -3.8560 3.5082
H -4.7619 -4.3391 4.0672
H -4.0281 -6.5337 3.4287
H -2.4884 -5.9506 2.8677
H -3.3527 -7.0723 1.8972
H -2.0502 -4.9643 1.0553
C 1.7122 -4.3890 4.8494
C 0.8680 -3.0854 4.5379
C 0.7235 -2.9527 3.0204
C -0.5371 -3.2737 5.1633
C -0.6311 -2.9733 6.6620
C 0.0636 -1.6403 7.0257
C 1.5543 -1.5772 6.5116
C 2.0811 -0.1111 6.6485
C 2.3793 -2.4494 7.4039
N 1.4092 -1.8056 5.0168
O 2.7558 -1.7318 4.5586
H 2.7282 -4.2505 4.4336
H 1.7665 -4.6225 5.9229
H 1.1457 -5.2073 4.4099
H 1.7120 -2.8509 2.6109
H 0.2821 -3.8737 2.7245
H 0.0281 -2.2074 2.6312
H -1.1735 -2.6417 4.5822
H -0.9471 -4.2639 5.0203
H -1.7037 -2.8332 6.8962
H -0.2300 -3.7916 7.2703
H 0.1572 -1.4747 8.0847
H -0.4841 -0.7761 6.5918
H 1.6524 0.5854 5.9083
H 3.1258 0.1571 6.4588
H 1.7501 0.2115 7.6396
H 1.7986 -3.3377 7.6704
H 2.6622 -1.7894 8.2146
H 3.3407 -2.7240 6.9558
H 2.7576 -0.8800 4.0639
C -5.9463 1.4931 -3.7152
C -6.6402 0.1820 -3.2701
C -7.0598 -0.5501 -4.5925
C -5.6881 -0.6876 -2.4458
C -5.4867 -0.2213 -1.0011
C -6.8661 -0.0341 -0.3801
C -7.8240 0.8495 -1.1588
C -9.2465 0.6651 -0.6065
C -7.4222 2.3459 -1.0597
N -7.8586 0.3499 -2.5208
O -8.6655 1.2566 -3.2459
H -5.2622 1.2748 -4.5586
H -6.7492 2.1294 -4.1011
H -5.2983 1.8643 -2.9419
H -7.5959 0.0856 -5.2757
H -6.0962 -0.7550 -5.0700
H -7.6250 -1.4861 -4.4008
H -6.0821 -1.7285 -2.4952
H -4.7085 -0.7984 -2.9289
H -4.8444 -0.8687 -0.3928
H -5.0173 0.7733 -1.0238
H -6.7863 0.3765 0.6406
H -7.3492 -1.0020 -0.2276
H -9.4336 -0.4031 -0.6815
H -10.0565 1.2226 -1.0851
H -9.0368 0.8662 0.4306
H -7.8144 2.8828 -1.9267
H -6.3411 2.4824 -1.1081
H -7.8536 2.7032 -0.1209
H -9.3263 0.6524 -3.6278
C -2.1485 -7.2329 -4.1828
C -1.0982 -6.8715 -5.2614
C -1.4448 -7.7348 -6.5055
C -1.2604 -5.3873 -5.4931
C -0.5831 -4.4860 -4.4466
C 0.9122 -4.9350 -4.1552
C 0.9970 -6.4513 -3.8280
C 2.4702 -7.0269 -3.8112
C 0.4408 -6.6771 -2.4093
N 0.2899 -7.2466 -4.9037
O 0.2349 -8.6082 -4.4175
H -3.1108 -7.0475 -4.6356
H -2.0701 -8.2688 -3.8928
H -2.0555 -6.5209 -3.3775
H -1.4352 -8.7595 -6.1844
H -2.4464 -7.4405 -6.8638
H -0.7316 -7.5782 -7.3248
H -0.9137 -5.1576 -6.4949
H -2.3310 -5.2326 -5.5682
H -0.5127 -3.4633 -4.8444
H -1.1987 -4.4981 -3.5266
H 1.2780 -4.4174 -3.2607
H 1.5645 -4.7393 -4.9941
H 2.8034 -6.8714 -4.8558
H 2.5373 -8.0994 -3.6337
H 3.0776 -6.5212 -3.0665
H -0.6090 -6.3022 -2.3333
H 0.9968 -6.0293 -1.7102
H 0.5023 -7.7524 -2.1953
H 0.7976 -9.0741 -5.0649
C 2.6740 -5.1868 1.0210
C 4.1635 -5.5700 1.0064
C 4.4482 -6.8484 1.9083
C 4.5425 -5.9404 -0.4652
C 4.7468 -4.7211 -1.4162
C 5.5390 -3.5652 -0.8312
C 5.2431 -3.2540 0.6640
C 6.4646 -2.5619 1.3200
C 3.9919 -2.3205 0.6413
N 5.1046 -4.5051 1.4403
O 4.8754 -4.1803 2.7935
H 2.4979 -4.3892 0.3261
H 2.1069 -6.0476 0.6823
H 2.3142 -4.9180 2.0284
H 3.8410 -7.7307 1.5816
H 5.4889 -7.0660 1.7776
H 4.1614 -6.6479 2.9362
H 5.4631 -6.5282 -0.4056
H 3.8654 -6.6349 -0.9441
H 5.1520 -4.9240 -2.4011
H 3.7306 -4.2662 -1.5860
H 5.3419 -2.6664 -1.3852
H 6.6143 -3.6285 -0.9300
H 7.2896 -3.2763 1.5496
H 6.1502 -2.1290 2.2632
H 6.9074 -1.8763 0.6349
H 3.4147 -2.3040 1.5893
H 3.3150 -2.5464 -0.1801
H 4.3882 -1.3108 0.3907
H 4.0839 -3.6015 2.7318
C 1.6220 0.6317 2.1911
O 2.6683 0.6665 3.1945
C 3.9616 0.8485 2.6203
C 4.9768 1.0622 3.6750
O 4.9513 2.4259 4.1081
C 4.0228 2.8268 5.1089
C 4.7204 3.7418 6.1714
O 3.7885 4.0950 7.2341
C 4.3060 5.1834 8.0530
H 0.6622 0.5530 2.7603
H 1.8462 -0.2589 1.5419
H 1.5388 1.5753 1.6585
H 3.8855 1.7522 2.0137
H 4.2001 0.0582 1.9100
H 5.9498 0.8229 3.3240
H 4.9116 0.3989 4.5755
H 3.5825 1.9518 5.5785
H 3.1955 3.3169 4.5801
H 5.0606 4.6416 5.6704
H 5.6278 3.2297 6.5056
H 4.3343 6.1489 7.5255
H 5.3018 4.9087 8.4367
H 3.5921 5.3769 8.8731
C -3.5275 3.4295 -1.2523
O -3.8088 4.0369 0.0411
C -3.3314 3.2808 1.1866
C -4.3513 2.3001 1.7132
O -3.8392 1.4789 2.6899
C -3.1315 0.4538 2.1320
C -2.6381 -0.4887 3.2776
O -1.7224 0.0227 4.1463
C -2.2129 0.9519 5.1417
H -2.4768 3.3877 -1.3592
H -3.8484 4.1229 -2.0466
H -3.9165 2.4175 -1.3943
H -3.1187 4.0489 1.9129
H -2.3925 2.7897 0.9474
H -4.8053 1.7645 0.8444
H -5.2561 2.8453 2.0705
H -2.2385 0.8893 1.6525
H -3.7195 -0.1252 1.3791
H -2.1287 -1.3122 2.7831
H -3.4576 -1.0543 3.7926
H -2.6859 1.7442 4.6207
H -1.3995 1.3508 5.7361
H -2.8601 0.3445 5.7999
C -0.5696 7.6577 -0.9868
O -0.2507 6.3791 -0.5300
C -0.6924 6.2308 0.7955
C -0.1943 4.9515 1.3821
O -0.6918 4.9731 2.7289
C -0.1084 3.9397 3.4911
C -0.4810 4.1685 4.9035
O -0.0576 5.3410 5.5063
C 1.2498 5.2876 5.9494
H 0.0312 8.4303 -0.5104
H -1.6477 7.7980 -0.8486
H -0.3229 7.7316 -2.0604
H -1.7908 6.2826 0.8887
H -0.3256 7.0734 1.3738
H 0.8999 4.8454 1.3436
H -0.6061 4.0546 0.8496
H 0.9772 3.9386 3.3774
H -0.3808 2.9238 3.2329
H -0.1063 3.2909 5.4451
H -1.5655 4.2354 4.8970
H 1.6591 6.2674 6.1553
H 1.9080 4.8821 5.1728
H 1.3134 4.5876 6.7851
C 1.6079 11.0442 -2.0556
O 1.7593 10.8636 -0.6681
C 2.9491 11.5692 -0.2678
C 3.2912 11.3702 1.1815
O 3.7260 10.0551 1.5046
C 2.6102 9.2504 1.8237
C 3.0113 7.9944 2.5498
O 3.7678 7.1156 1.7151
C 4.4066 6.1935 2.5440
H 0.8512 10.3387 -2.4230
H 2.5705 10.8802 -2.5262
H 1.3195 12.0632 -2.3025
H 2.8652 12.6382 -0.4917
H 3.8450 11.1965 -0.8404
H 2.4071 11.7389 1.7742
H 4.1034 12.0528 1.4533
H 2.1200 8.9082 0.8842
H 1.9470 9.7948 2.5159
H 2.0963 7.4850 2.8972
H 3.5290 8.2724 3.4816
H 4.9325 6.6970 3.3293
H 5.0401 5.5677 1.9092
H 3.7280 5.5269 3.1024
C 3.3886 -1.5641 -3.3053
O 2.7875 -1.8280 -4.5497
C 1.6042 -1.0387 -4.6907
C 1.0646 -1.2845 -6.0895
O -0.3505 -1.1876 -6.1997
C -0.8708 -1.7766 -7.3404
C -2.3533 -1.5469 -7.2666
O -2.9362 -2.4028 -6.3638
C -3.1652 -1.7824 -5.0953
H 3.6997 -0.5326 -3.1565
H 4.2877 -2.1859 -3.2666
H 2.7518 -1.7870 -2.4327
H 1.8533 0.0338 -4.5206
H 0.9188 -1.3527 -3.9242
H 1.4169 -2.3001 -6.3884
H 1.5471 -0.5981 -6.8017
H -0.6315 -2.8426 -7.4733
H -0.5484 -1.2546 -8.2331
H -2.8355 -1.6897 -8.2553
H -2.4876 -0.4494 -7.0781
H -2.2352 -1.5793 -4.5540
H -3.7115 -2.3765 -4.4159
H -3.7158 -0.8958 -5.3061
C 3.0560 4.3976 -0.1405
O 2.2796 3.2194 -0.2096
C 1.4631 3.1673 -1.3715
C 0.8356 1.7580 -1.5584
O -0.4011 1.7205 -0.7828
C -1.2826 0.6157 -1.1566
C -1.0171 -0.6566 -0.4676
O 0.0180 -1.3157 -1.1031
C 0.2756 -2.6462 -0.7214
H 3.5258 4.6161 0.8181
H 2.3632 5.2539 -0.2542
H 3.8005 4.3835 -0.9411
H 2.0027 3.4486 -2.2897
H 0.6319 3.8708 -1.3393
H 1.5794 1.0148 -1.2839
H 0.6789 1.5555 -2.6352
H -1.2753 0.4282 -2.2368
H -2.3413 0.9568 -0.9089
H -1.9201 -1.2472 -0.4280
H -0.8890 -0.5180 0.6075
H -0.6362 -3.1801 -0.7511
H 0.6063 -2.7522 0.3093
H 0.9459 -3.1115 -1.3926
C 4.3065 1.0262 -6.4354
O 3.6007 1.8014 -5.5271
C 4.2084 3.1050 -5.4370
C 3.2829 4.0219 -4.5980
O 3.1227 5.2946 -5.2422
C 2.1481 6.1015 -4.5738
C 2.8036 7.1558 -3.7299
O 3.3333 6.5716 -2.5605
C 3.6712 7.5416 -1.5902
H 5.3709 1.0219 -6.2539
H 4.1685 1.2560 -7.4810
H 3.9589 -0.0131 -6.3084
H 4.1899 3.5273 -6.4362
H 5.2185 3.0492 -5.0685
H 3.6433 4.2173 -3.5928
H 2.3894 3.4498 -4.6266
H 1.4884 5.4941 -3.9294
H 1.5265 6.5722 -5.3203
H 2.0848 7.9241 -3.4144
H 3.5603 7.7292 -4.2782
H 3.8316 7.0691 -0.6385
H 2.9530 8.3459 -1.5086
H 4.5151 8.1429 -1.8919
*
```

Output
gap between HOMO and LUMO: 8.9 eV
DFT total energy: -5659.95479 Ha
structure (SMILES): CC1(C)CCCC(C)(C)N1O.CC1(C)CCCC(C)(C)N1O.CC1(C)CCCC(C)(C)N1O.CC1(C)CCCC(C)(C)N1O.CC1(C)CCCC(C)(C)N1O.COCCOCCOC.COCCOCCOC.COCCOCCOC.COCCOCCOC.COCCOCCOC.COCCOCCOC.COCCOCCOC
largest force on an atom: 2.95 eV/A
highest occupied orbital energy: -8.36 eV

Atomic partial charges in e from the Löwdin method, atoms 1 to 4: number 1, C, carries -0.005; number 2, C, carries -0.475; number 3, C, carries -0.033; number 4, C, carries -0.132

Entry 4:
This record from the Open Molecules 2025 dataset describes C3H4LiO3Tm as an isolated structure at a distorted geometry. The level of theory is ωB97M-V/def2-TZVPD.

```
! RIJCOSX wB97M-V def2-TZVPD def2/J DEFGRID3
* xyz 1 4
O -0.0884 -1.7240 0.2953
C -0.2450 -0.4553 -0.0602
C 0.5485 -2.0267 1.5078
O -0.8216 -0.2095 -1.1387
O 0.2651 0.4811 0.6337
C 1.8748 -2.2579 1.5561
H -0.1627 -2.1810 2.3221
H 2.4717 -2.3473 0.6462
H 2.3092 -2.5189 2.5232
Li 1.6383 0.3261 1.9593
Tm -0.6688 2.2034 -1.0943
H 0.8801 -0.6123 3.3575
*
```

Output
gap between HOMO and LUMO (alpha / beta): 5.0 / 4.7 eV
energy above the lowest of the compared OMol25 structures with the same formula, charge and spin: 0.0 kJ/mol
DFT total energy: -1434.81944 Ha
largest force on an atom: 1.92 eV/A
highest occupied orbital energy (alpha / beta): -8.93 / -10.76 eV

Atomic partial charges in e from the Löwdin method, atoms 1 to 4: number 1, O, carries 0.076; number 2, C, carries -0.780; number 3, C, carries -0.206; number 4, O, carries -0.112